A single C9H14BNO molecule in a non-equilibrium geometry. Source: OMol25; level of theory: wB97M-V/def2-TZVPD.

Values from the calculation:
* energy relative to the best compared isomer or geometry (same formula, charge and spin): 17.29 kcal/mol
* E_HOMO: -8.6 eV

Last column: natural (NBO) charge in e.
Atoms and positions in Å:
C (0.32, 1.26, -2.41)  -0.258
O (0.57, 1.84, -1.09)  -0.695
B (0.28, 0.98, -0.11)  1.010
C (-0.26, -0.55, -0.22)  -0.317
C (-1.47, -0.79, -0.88)  -0.203
C (-1.86, -2.10, -1.03)  -0.201
C (-1.07, -3.19, -0.70)  -0.212
C (0.20, -2.97, -0.15)  -0.205
C (0.53, -1.68, 0.04)  -0.206
N (0.33, 1.52, 1.25)  -0.655
C (0.38, 0.53, 2.31)  -0.399
C (0.89, 2.86, 1.62)  -0.419
H (-0.66, 0.91, -2.58)  0.181
H (1.07, 0.49, -2.72)  0.187
H (0.51, 2.21, -2.99)  0.193
H (-2.05, -0.09, -1.25)  0.197
H (-2.83, -2.33, -1.65)  0.206
H (-1.42, -4.14, -0.92)  0.207
H (0.96, -3.69, 0.06)  0.214
H (1.51, -1.57, 0.38)  0.198
H (-0.22, 1.08, 3.13)  0.175
H (-0.12, -0.35, 2.14)  0.216
H (1.38, 0.40, 2.76)  0.172
H (0.25, 3.52, 2.30)  0.197
H (1.87, 2.48, 2.04)  0.193
H (0.90, 3.35, 0.63)  0.225